{"formula": "C4H14O3S", "method": "ωB97M-V/def2-TZVPD", "symbols": ["C", "O", "C", "C", "C", "S", "H", "H", "H", "H", "H", "H", "H", "H", "H", "H", "H", "H", "O", "H", "H", "O"], "coordinates": [[1.10426, -0.17559, 1.81043], [2.37563, -0.25621, 2.37018], [1.27078, -0.37690, 0.29527], [1.39134, 0.89692, -0.56027], [0.26332, 1.21101, -1.55456], [-0.72140, 2.48820, -0.59146], [0.56436, -0.94392, 2.40320], [0.69176, 0.70475, 2.21084], [2.80308, 0.60000, 2.49461], [0.46377, -0.95095, 0.03524], [2.10325, -1.10237, 0.18444], [2.23574, 0.63742, -1.31214], [1.81513, 1.68375, 0.18360], [0.51082, 1.46406, -2.60337], [-0.32686, 0.31756, -1.52415], [-1.81509, 2.54370, -1.44415], [-1.84767, -1.25752, -1.51669], [-0.66598, -1.20573, -0.64940], [-1.14349, -1.79434, -1.22435], [-4.12071, -1.09811, 0.81582], [-3.62291, -2.09473, -0.15332], [-3.32912, -1.29101, 0.33022]], "orbital_gap_ev": 9.697, "smiles": "OCCCCS.O.O", "spin_multiplicity": 1}

---

{"formula": "C4H14Si4", "method": "ωB97M-V/def2-TZVPD", "symbols": ["C", "C", "C", "C", "Si", "Si", "Si", "Si", "H", "H", "H", "H", "H", "H", "H", "H", "H", "H", "H", "H", "H", "H"], "coordinates": [[-4.60942, 0.06365, -0.52031], [-0.36758, -0.53399, -0.31220], [-3.43705, 0.49773, -0.11955], [0.64617, -0.82961, 0.72353], [2.28077, 2.09341, -0.34577], [-1.95084, -0.28048, 0.67336], [3.85554, -1.34911, -0.48513], [2.33735, -0.01707, 0.62125], [-5.41558, 0.62559, -1.00092], [-4.78206, -1.03018, -0.41908], [-0.44462, -1.32033, -1.13997], [0.04645, 0.40008, -0.65554], [-3.37708, 1.62333, -0.21008], [0.70247, -1.76634, 1.42696], [3.47350, 3.04775, -0.17333], [0.96289, 2.66764, 0.23747], [2.10358, 1.86454, -1.71448], [-1.74825, 0.77984, 1.70265], [-1.90014, -1.65332, 1.16370], [3.86727, -2.20218, -1.78528], [4.75405, -2.50813, 0.21421], [3.00259, -0.17282, 2.11850]], "orbital_gap_ev": [7.183, 6.847], "spin_multiplicity": 1}

---

Asked for maximum force across the records above, the calculation gives 3.9, 3.3 eV/Å in order.